1.
One molecule with the formula C4H2F2O2, computed with ωB97M-V/def2-TZVPD.

Geometry as XYZ:
```
10
Properties=species:S:1:pos:R:3:forces:R:3
O -1.601 1.612 -0.002 0.73 1.09 0.00
C -0.678 0.639 -0.006 0.05 -0.24 0.06
O 0.646 1.004 0.004 -0.19 0.14 -0.06
C 1.357 -0.138 0.002 -0.48 -0.79 -0.01
F 2.661 0.022 -0.005 -0.02 0.06 0.02
C 0.572 -1.239 -0.002 -0.24 1.57 0.03
C -0.769 -0.705 -0.004 0.21 0.29 0.00
F -1.894 -1.425 -0.001 0.09 0.02 -0.01
H -1.124 2.479 0.000 -0.65 -0.98 0.00
H 0.831 -2.250 0.014 0.49 -1.17 -0.02
```
Positions in Å, forces in eV/Å.

highest occupied orbital energy = -8.382 eV
relative energy (zero: lowest compared OMol25 entry of this formula, charge and spin) = 0.0 kJ/mol
orbital gap = 8.9 eV
E = -13708.695 eV
SMILES = Oc1oc(F)cc1F

=====

2.
One molecule with the formula C4H2F2OS, computed with ωB97M-V/def2-TZVPD.

Geometry as XYZ:
```
10
Properties=species:S:1:pos:R:3:forces:R:3
O -0.825 -1.833 1.600 2.84 1.14 -3.20
C 0.033 -1.462 0.771 -1.38 1.03 1.93
C -0.033 -0.106 -0.030 1.85 -1.10 -0.23
C -1.052 0.907 0.141 -1.73 3.24 -0.84
S -2.672 0.943 0.572 2.47 -0.76 -0.32
C 1.049 0.304 -0.831 -1.96 0.76 0.13
F 2.073 -0.392 -1.301 -1.16 0.79 0.84
F 1.032 1.574 -1.361 0.80 -2.51 0.59
H 1.072 -1.891 0.699 -0.95 -0.32 0.00
H -0.678 1.956 -0.261 -0.77 -2.25 1.10
```
Positions in Å, forces in eV/Å.

highest occupied orbital energy = -8.780 eV
relative energy (zero: lowest compared OMol25 entry of this formula, charge and spin) = 132.1 kJ/mol
orbital gap = 7.5 eV
E = -22495.164 eV
SMILES = O=CC(C=S)=C(F)F

=====

3.
One molecule with the formula C4H2F4O, computed with ωB97M-V/def2-TZVPD.

Geometry as XYZ:
```
11
Properties=species:S:1:pos:R:3:forces:R:3
F 1.864 0.005 1.212 1.72 -0.77 0.19
C 0.629 0.219 0.788 -1.03 3.03 -1.02
C 0.355 1.036 -0.512 -2.25 -0.30 0.79
O 0.386 0.174 -1.633 0.63 -0.15 -2.04
C -0.712 -0.208 -0.937 2.44 3.49 3.53
F -1.939 -0.009 -1.266 -1.27 -0.20 -1.07
C -0.202 -0.934 0.309 -2.07 -1.64 0.20
F -1.203 -1.394 1.197 1.48 0.87 -1.33
F 0.510 -1.985 -0.102 0.45 -0.77 0.56
H 0.162 0.897 1.506 -0.57 -0.78 0.48
H 0.149 2.198 -0.561 0.47 -2.78 -0.30
```
Positions in Å, forces in eV/Å.

highest occupied orbital energy = -9.817 eV
relative energy (zero: lowest compared OMol25 entry of this formula, charge and spin) = 45.1 kJ/mol
orbital gap = 10.7 eV
E = -17094.046 eV
SMILES = F[C@H]1[C@H]2O[C@@]2(F)C1(F)F

=====

4.
One molecule with the formula C4H2FNOS, computed with ωB97M-V/def2-TZVPD.

Geometry as XYZ:
```
10
Properties=species:S:1:pos:R:3:forces:R:3
F 1.373 -1.771 -0.939 0.17 -0.57 -0.15
C 0.668 -0.800 -0.416 -0.03 1.34 0.00
C 0.865 0.445 -0.798 -1.77 1.94 0.27
O 0.015 1.491 -0.312 1.59 -1.15 -1.45
C -0.800 1.228 0.713 0.60 -0.34 -0.76
N -0.874 0.101 1.300 -0.66 -0.76 -1.39
C -0.385 -1.016 0.510 -0.36 -1.02 2.64
S -0.870 -2.547 0.778 -0.36 0.29 0.11
H 1.415 0.744 -1.648 0.80 0.49 -0.40
H -1.408 2.125 0.810 0.01 -0.22 1.13
```
Positions in Å, forces in eV/Å.

highest occupied orbital energy = -8.860 eV
relative energy (zero: lowest compared OMol25 entry of this formula, charge and spin) = 69.3 kJ/mol
orbital gap = 8.1 eV
E = -21268.466 eV
SMILES = Fc1cocnc1=S

=====

5.
C4H2I2O5 as an isolated structure, computed with ωB97M-V/def2-TZVPD.

Geometry as XYZ:
```
13
Properties=species:S:1:pos:R:3:forces:R:3
C -1.308 0.426 -0.984 -0.53 -0.28 3.52
C 0.652 -2.210 0.376 -0.08 -0.14 0.20
C -0.176 0.978 0.066 -1.24 1.86 0.02
C 1.116 0.145 0.097 -1.44 -0.72 0.33
O -2.373 0.025 -0.421 0.46 0.19 -0.19
O 1.635 -2.653 -0.137 -0.99 0.28 0.48
O -1.052 0.547 -2.143 0.45 0.15 -3.18
O -0.395 -2.280 0.947 1.56 0.35 -0.81
O -0.891 1.025 1.385 2.00 0.41 -1.65
I 2.373 0.798 1.883 -0.07 0.11 -0.43
I 2.129 0.554 -1.787 0.38 0.01 0.38
H 0.015 2.072 -0.435 -0.43 -1.98 1.75
H -1.725 0.575 1.153 -0.07 -0.22 -0.42
```
Positions in Å, forces in eV/Å.

highest occupied orbital energy = -0.251 eV
relative energy (zero: lowest compared OMol25 entry of this formula, charge and spin) = 0.0 kJ/mol
charge = -2
orbital gap = 5.1 eV
E = -30618.642 eV

=====

6.
One molecule with the formula C4H2INO3S, computed with ωB97M-V/def2-TZVPD.

Geometry as XYZ:
```
12
Properties=species:S:1:pos:R:3:forces:R:3
O 1.844 -2.010 1.548 -3.35 2.72 -3.22
C 1.203 -1.313 0.751 2.09 -1.56 0.83
O 1.848 -0.717 -0.404 -1.53 0.71 1.69
C 1.209 0.585 -0.634 -1.70 -0.28 1.24
C -0.235 0.274 0.000 -0.51 -0.67 -0.84
I -0.809 1.854 1.447 0.25 -0.50 -0.63
N -1.218 0.017 -1.134 -4.05 -0.70 4.62
C -2.376 -0.179 -0.537 -0.22 3.01 -2.24
S -3.927 0.171 -0.023 4.26 -1.63 -1.26
O -0.212 -0.994 0.738 4.24 1.27 -0.42
H 0.970 0.872 -1.711 0.98 -0.79 1.30
H 1.703 1.441 -0.043 -0.47 -1.58 -1.07
```
Positions in Å, forces in eV/Å.

highest occupied orbital energy = -10.053 eV
orbital gap = 9.0 eV
E = -30745.942 eV
SMILES = O=C1OC[C@@](I)(N=C=S)O1

=====

7.
An isolated ion of composition C4H2IOS and charge -1, computed with ωB97M-V/def2-TZVPD.

Geometry as XYZ:
```
9
Properties=species:S:1:pos:R:3:forces:R:3
S -4.819 -1.394 0.126 -1.48 -1.21 0.38
C -3.333 -0.754 0.022 0.01 0.80 -0.43
C -2.410 -0.029 -0.275 1.29 -0.64 -0.11
O -1.370 0.788 -0.204 1.71 0.74 0.31
C -0.042 0.476 -0.085 -2.14 -4.78 -1.40
C 0.663 -0.677 -0.267 -0.86 1.20 0.40
I 2.743 -0.641 0.053 -0.28 0.09 -0.06
H 0.453 1.294 0.153 2.17 3.81 1.00
H 0.324 -1.671 -0.481 -0.44 -0.02 -0.09
```
Positions in Å, forces in eV/Å.

highest occupied orbital energy = -2.635 eV
relative energy (zero: lowest compared OMol25 entry of this formula, charge and spin) = 238.9 kJ/mol
charge = -1
orbital gap = 5.0 eV
E = -25161.259 eV
SMILES = [S-]C#CO/C=C/I

=====

8.
C4H2LiMnO2 as an isolated structure, computed with ωB97M-V/def2-TZVPD.

Geometry as XYZ:
```
10
Properties=species:S:1:pos:R:3:forces:R:3
O -0.625 1.411 -0.694 -1.29 0.45 -0.58
C -1.371 0.531 -0.022 1.18 -1.53 1.29
C -1.411 -0.369 0.816 -1.09 0.78 -1.30
C 1.793 0.247 0.929 1.01 1.87 -0.66
C 1.989 -0.795 0.227 -3.04 -0.21 -0.16
O 1.578 -1.828 -0.319 0.56 -0.35 -0.52
Li -0.324 -1.804 -0.845 1.02 -0.14 0.43
H -1.130 1.887 -1.372 -0.26 -0.06 0.02
H -1.852 -1.116 1.461 0.36 0.35 0.05
Mn 1.354 1.837 -0.181 1.54 -1.18 1.43
```
Positions in Å, forces in eV/Å.

highest occupied orbital energy (spin up / spin down) = -11.302 / -11.467 eV
relative energy (zero: lowest compared OMol25 entry of this formula, charge and spin) = 335.3 kJ/mol
spin multiplicity = 6
charge = +1
orbital gap (spin up / spin down) = 6.0 / 6.0 eV
E = -39787.846 eV
expectation value of S² = 8.7704

=====

9.
C4H2LiO2Tl as an isolated structure, computed with ωB97M-V/def2-TZVPD.

Geometry as XYZ:
```
10
Properties=species:S:1:pos:R:3:forces:R:3
H 2.612 1.155 -0.782 -0.28 0.24 0.00
O 0.918 1.651 -1.844 -0.56 0.14 -0.08
C 1.512 1.267 -0.776 0.47 -1.02 0.08
C 0.832 0.743 0.312 -0.10 -0.28 0.01
C 0.064 0.071 1.067 -2.17 0.41 -0.76
Li -0.457 0.296 -1.787 0.34 0.49 0.71
O -1.752 -1.943 1.088 -0.96 0.96 -0.09
C -1.626 -0.735 0.681 1.03 -0.48 -0.24
Tl 0.417 -2.426 1.174 1.21 -0.60 0.21
H -2.520 -0.079 0.867 1.03 0.13 0.16
```
Positions in Å, forces in eV/Å.

highest occupied orbital energy (spin up / spin down) = -6.016 / -6.865 eV
relative energy (zero: lowest compared OMol25 entry of this formula, charge and spin) = 286.5 kJ/mol
orbital gap (spin up / spin down) = 5.4 / 6.3 eV
E = -13168.316 eV

=====

10.
C4H2N2O3 as an isolated structure, computed with ωB97M-V/def2-TZVPD.

Geometry as XYZ:
```
11
Properties=species:S:1:pos:R:3:forces:R:3
C 0.975 0.739 -1.117 0.05 -2.28 -0.88
C -0.275 -0.725 -0.323 -0.29 -0.42 -0.23
C -1.379 -1.207 1.438 -0.76 -0.06 0.72
C -0.271 0.248 0.575 1.59 1.91 -0.34
H 1.934 2.298 -1.394 0.20 0.99 0.49
H -1.936 -1.866 2.099 0.02 0.32 -0.29
N 0.518 -0.466 -1.436 -0.04 1.01 0.30
N -0.967 0.001 1.727 0.42 -0.98 -0.79
O 1.818 1.465 -1.826 -0.11 -1.10 -1.02
O -1.084 -1.741 0.209 1.39 1.32 -0.31
O 0.665 1.255 0.048 -2.47 -0.72 2.35
```
Positions in Å, forces in eV/Å.

highest occupied orbital energy = -8.865 eV
relative energy (zero: lowest compared OMol25 entry of this formula, charge and spin) = 23.3 kJ/mol
orbital gap = 9.3 eV
E = -13301.120 eV

=====

11.
One molecule with the formula C4H2N2S, computed with ωB97M-V/def2-TZVPD.

Geometry as XYZ:
```
9
Properties=species:S:1:pos:R:3:forces:R:3
S -0.588 -2.288 0.010 -0.67 0.22 0.01
C -1.380 -0.854 -0.001 0.49 -1.53 0.06
C -0.751 0.416 0.091 0.69 0.96 0.12
C 0.578 0.554 0.187 -1.32 0.81 -0.38
C 1.776 -0.295 -0.024 1.64 -1.08 -0.12
N 2.550 0.622 -0.451 0.52 -1.11 -1.01
N 1.620 1.385 0.299 -1.11 1.55 1.36
H -2.455 -0.849 -0.099 -0.23 0.07 -0.11
H -1.349 1.309 -0.012 -0.01 0.11 0.06
```
Positions in Å, forces in eV/Å.

highest occupied orbital energy (spin up / spin down) = -8.862 / -8.863 eV
relative energy (zero: lowest compared OMol25 entry of this formula, charge and spin) = 583.4 kJ/mol
orbital gap (spin up / spin down) = 7.0 / 7.0 eV
E = -17988.788 eV
SMILES = S=C/C=C1\C2=NN21

=====

12.
One molecule with the formula C4H2N2S, computed with ωB97M-V/def2-TZVPD.

Geometry as XYZ:
```
9
Properties=species:S:1:pos:R:3:forces:R:3
C -0.764 -1.818 0.599 -0.42 -0.83 -0.57
C 0.641 0.981 -0.164 -1.14 0.10 -2.94
C -0.622 -1.334 1.835 0.93 2.08 2.40
C 0.358 1.176 -1.416 -1.84 0.84 1.98
N -0.994 -2.481 -0.305 -0.19 -0.78 -1.94
N 0.794 0.924 1.004 1.10 0.78 2.95
S 0.162 0.005 2.237 -0.59 -1.24 0.74
H -0.586 1.641 -1.662 0.06 0.12 0.00
H 1.010 0.907 -2.127 2.10 -1.07 -2.62
```
Positions in Å, forces in eV/Å.

highest occupied orbital energy = -9.091 eV
relative energy (zero: lowest compared OMol25 entry of this formula, charge and spin) = 387.5 kJ/mol
orbital gap = 7.3 eV
E = -17990.818 eV